1.
Molecular formula: C23H51N3O11S4
Method: DFT, ωB97M-V/def2-TZVPD

Calculated values
highest occupied orbital energy = -8.80 eV
electronic energy = -3491.52343 hartree

Each line ends with the Mulliken charge.
CARTESIAN COORDINATES (ANGSTROEM)
C1 -1.28237 -4.31975 4.64207  -1.4062
C2 -2.41596 -3.72970 3.79828  0.9750
C3 -2.47771 -4.31906 2.39452  -0.9094
O1 -1.19120 -4.10828 1.78965  -0.1866
C4 -1.10702 -4.50200 0.50163  0.5694
O2 -1.87738 -5.29384 -0.01151  -0.5735
C5 0.04974 -3.87064 -0.23890  -0.5981
S1 -0.32515 -2.26035 -0.99301  -0.1787
C6 -0.71008 -1.24952 0.45991  0.0923
O3 0.36034 -1.20765 1.42375  0.0103
S2 1.66483 -0.25083 1.25155  0.2793
O4 1.84850 0.01380 -0.15830  -0.4168
O5 1.11853 1.13321 1.92915  -0.3303
C7 0.16993 1.88331 1.16142  -0.6746
C8 -1.19872 1.21616 1.05876  -0.0142
S3 -1.86173 0.71034 2.66850  -0.2306
C9 -1.22393 0.11256 -0.01044  -0.9215
O6 -2.54535 -0.11130 -0.48352  -0.4987
O7 -3.65537 -4.02409 4.46696  -0.4178
C10 -4.74494 -3.32728 4.02274  0.7316
O8 -5.46880 -3.75239 3.14344  -0.4749
C11 -5.00945 -2.01041 4.72372  -0.6353
S4 -6.66082 -1.99938 5.47065  -0.1830
H1 -0.63188 -4.95018 4.03377  0.3345
H2 -1.71272 -4.94940 5.42030  0.4196
H3 -0.67010 -3.54228 5.09506  0.2825
H4 -2.28656 -2.64459 3.73374  -0.0039
H5 -3.25598 -3.86058 1.78150  0.4755
H6 -2.69369 -5.38757 2.46779  0.3358
H7 0.91625 -3.74076 0.41220  0.2700
H8 0.30281 -4.54236 -1.05880  0.4397
H9 -1.53399 -1.73436 0.97997  0.4588
H10 0.56022 2.09225 0.16358  0.2439
H11 0.05462 2.83654 1.67963  0.3829
H12 -1.88718 1.98849 0.70369  0.4451
H13 -0.70572 0.58900 3.32698  0.1559
H14 -0.59191 0.45542 -0.84010  0.6519
H15 -2.65945 0.35599 -1.31457  0.3773
H16 -4.99023 -1.24520 3.94737  0.2444
H17 -4.27947 -1.78142 5.49484  0.3305
H18 -7.35261 -1.65963 4.37869  0.1448
C12 5.81359 1.56531 -1.70029  -1.5636
C13 4.56212 2.19758 -1.10074  0.8724
C14 3.75143 3.05393 -2.07956  -0.4591
O9 4.30291 4.31733 -2.38767  -0.4379
C15 5.34815 4.30981 -3.34189  -0.4017
N1 4.93767 2.94053 0.10810  -0.7043
H19 6.63615 2.27707 -1.76795  0.3303
H20 6.15290 0.74550 -1.06774  0.3551
H21 5.62035 1.16545 -2.69746  0.3498
H22 3.90065 1.38643 -0.78908  0.0097
H23 2.78836 3.27385 -1.60937  0.0598
H24 3.54162 2.49670 -3.00341  0.4277
H25 5.17296 3.56370 -4.12294  0.2709
H26 6.31843 4.12528 -2.87477  0.1593
H27 5.38440 5.29644 -3.80113  0.1458
H28 4.09812 3.25138 0.58775  0.2636
H29 5.39658 3.80000 -0.18119  0.3160
C16 -10.34573 -5.63809 1.82747  -1.4963
C17 -8.94966 -5.08786 2.10464  0.4430
C18 -7.80783 -6.06459 1.79638  -0.5013
O10 -7.64601 -7.11617 2.72884  -0.3520
C19 -8.54317 -8.19740 2.59168  -0.6806
N2 -8.89428 -4.58623 3.48036  -0.6688
H30 -10.68560 -6.29867 2.62478  0.2944
H31 -11.06273 -4.81948 1.76645  0.3721
H32 -10.37896 -6.18957 0.88566  0.3422
H33 -8.79987 -4.23181 1.43909  0.3764
H34 -6.87118 -5.50568 1.83463  0.1927
H35 -7.90728 -6.47526 0.78122  0.4075
H36 -8.76324 -8.40166 1.53877  0.3086
H37 -9.47962 -8.02434 3.12808  0.2264
H38 -8.06315 -9.07458 3.02516  0.2605
H39 -8.00998 -4.10431 3.61515  0.1579
H40 -8.83764 -5.39096 4.09845  0.3169
C20 8.85619 9.28100 -5.32741  -1.3985
C21 9.26835 7.84108 -5.03774  0.3778
C22 8.56332 6.79139 -5.90517  -0.7576
O11 7.21637 6.53002 -5.56527  -0.2856
C23 6.27471 7.48195 -6.02042  -0.7691
N3 9.11337 7.58121 -3.60392  -0.7105
H41 7.90239 9.53030 -4.86332  0.2887
H42 9.59683 9.96766 -4.91916  0.3495
H43 8.77634 9.46611 -6.40026  0.3425
H44 10.33395 7.75493 -5.27173  0.3832
H45 9.07928 5.83866 -5.76245  0.3299
H46 8.64026 7.04677 -6.97114  0.3886
H47 6.54816 7.87344 -7.00484  0.3880
H48 6.16138 8.31180 -5.31909  0.2644
H49 5.31334 6.97470 -6.09918  0.2480
H50 9.51530 6.67717 -3.37603  0.2712
H51 8.12165 7.47993 -3.40700  0.2992

Cartesian forces (eV/Å) of the 3 atoms listed first:
-0.14 -0.19 -0.17
0.44 0.03 -0.05
-0.06 -0.49 0.27



2.
Molecular formula: HO4PS
Method: DFT, ωB97M-V/def2-TZVPD

Calculated values
ΔE to the lowest compared entry with this formula, charge and spin = 0.547 eV
highest occupied orbital energy = -10.18 eV
electronic energy = -1041.10949 hartree

Each line ends with the Mulliken charge.
CARTESIAN COORDINATES (ANGSTROEM)
O1 1.57162 1.16991 0.39921  -0.3255
O2 2.40929 -0.94852 -1.00818  -0.5394
O3 2.95476 1.99409 -1.65299  -0.4018
O4 -0.16950 -0.55786 -0.60214  -0.4486
P1 1.36477 0.01706 -0.70494  0.9421
S1 1.62211 2.04487 -1.15471  0.4472
H1 -0.24263 -1.40845 -0.31085  0.3260

Cartesian forces (eV/Å) of the 3 atoms listed first:
-0.12 -0.61 -0.15
-0.18 -0.16 0.08
1.95 0.96 -0.77



3.
Molecular formula: C4H30O11
Method: DFT, ωB97M-V/def2-TZVPD

Calculated values
ΔE to the lowest compared entry with this formula, charge and spin = 1.703 eV
structure (SMILES) = C/C=C/C.O.O.O.O.O.O.O.O.O.O.O
highest occupied orbital energy = -9.31 eV
electronic energy = -998.01690 hartree

Each line ends with the Mulliken charge.
CARTESIAN COORDINATES (ANGSTROEM)
C1 -0.89184 -1.53208 -0.24938  -0.8413
C2 0.54273 -1.84390 -0.68061  0.2913
C3 0.82336 -1.68827 -1.96826  -0.2410
C4 2.09542 -2.18741 -2.62482  -1.4473
H1 -1.49069 -2.41182 -0.44395  0.3641
H2 -0.95152 -1.27082 0.78781  0.0584
H3 -1.23718 -0.65297 -0.77356  0.0165
H4 1.24037 -2.30967 0.01576  0.4847
H5 0.05430 -1.41715 -2.68943  0.2700
H6 1.87484 -3.03207 -3.28135  0.3381
H7 2.55129 -1.39595 -3.23999  0.3144
H8 2.87282 -2.48562 -1.94416  0.3782
O1 -3.47757 1.20885 -1.37899  -0.6626
H9 -4.22717 0.80290 -0.93926  0.2625
H10 -3.39572 2.13287 -1.14019  0.3425
O2 2.47184 -0.88242 1.94454  -0.6140
H11 2.62201 -0.36216 1.13247  0.3943
H12 3.31166 -0.98669 2.40165  0.2996
O3 0.66112 -4.69102 1.46570  -0.6283
H13 0.70044 -4.33952 0.57452  0.3571
H14 1.14908 -4.18363 2.10825  0.3019
O4 -2.36396 0.30793 -3.67407  -0.6284
H15 -2.39836 -0.57450 -3.28767  0.2799
H16 -2.93883 0.75783 -3.05294  0.3948
O5 1.31836 3.23074 -0.44776  -0.6517
H17 0.58538 3.38062 -1.04214  0.3389
H18 0.99753 2.67898 0.27112  0.2939
O6 -0.71530 2.51372 -2.30671  -0.6072
H19 -1.01463 1.63499 -2.06077  0.3124
H20 -0.85459 2.60114 -3.24226  0.2705
O7 -0.67537 -1.32925 3.83536  -0.6195
H21 -0.23631 -1.50052 2.98916  0.3008
H22 -0.18584 -1.91281 4.42637  0.3214
O8 0.93189 1.21845 3.65662  -0.6862
H23 1.61585 0.53713 3.58719  0.3152
H24 0.37290 0.91183 4.37545  0.3049
O9 -0.65643 2.43370 1.87231  -0.6674
H25 0.01358 1.92125 2.38901  0.4074
H26 -1.42425 2.42365 2.45658  0.2898
O10 2.68990 0.80343 -0.19852  -0.6194
H27 3.58038 1.04410 -0.42738  0.2492
H28 2.05342 1.29399 -0.74154  0.3205
O11 -3.05292 2.98230 0.59377  -0.6755
H29 -2.30089 2.38022 0.69027  0.3825
H30 -2.64109 3.78961 0.26178  0.3339

Cartesian forces (eV/Å) of the 3 atoms listed first:
1.34 -0.09 0.11
-1.24 0.22 -0.53
1.14 -1.34 -0.26



4.
Molecular formula: C3H8OS2
Method: DFT, ωB97M-V/def2-TZVPD

Calculated values
ΔE to the lowest compared entry with this formula, charge and spin = 1.154 eV
structure (SMILES) = C=CO.CSS
highest occupied orbital energy = -9.12 eV
electronic energy = -990.66821 hartree

Each line ends with the Mulliken charge.
CARTESIAN COORDINATES (ANGSTROEM)
C1 -1.23346 0.53358 0.84030  -0.6525
C2 -0.80416 0.13123 2.02193  0.0522
O1 -0.13216 0.91169 2.95042  -0.4865
H1 -1.94596 -0.10248 0.35242  0.2407
H2 -0.94550 1.43777 0.31763  0.2018
H3 -1.31171 -0.71932 2.47510  0.3030
H4 0.75030 0.55283 3.08730  0.3322
C3 1.03550 -1.28375 -1.42440  -0.6942
S1 0.03095 -0.41594 -2.63600  -0.0652
S2 0.78185 1.48876 -2.69093  -0.1794
H5 0.55088 -2.25391 -1.34270  0.2544
H6 1.11361 -0.82508 -0.43917  0.2183
H7 2.02407 -1.47216 -1.84082  0.3490
H8 0.08580 2.01679 -1.67109  0.1262

Cartesian forces (eV/Å) of the 3 atoms listed first:
0.32 0.09 -0.21
-1.23 0.51 0.92
0.42 -0.07 -0.75



5.
Molecular formula: CH3NO2S
Method: DFT, ωB97M-V/def2-TZVPD

Calculated values
ΔE to the lowest compared entry with this formula, charge and spin = 3.312 eV
structure (SMILES) = O=[N+]([O-])CS
highest occupied orbital energy = -10.21 eV
electronic energy = -643.19246 hartree

Each line ends with the Mulliken charge.
CARTESIAN COORDINATES (ANGSTROEM)
O1 -0.47797 0.57850 1.85712  -0.4722
N1 0.00875 -0.20164 1.09381  0.8575
O2 0.89309 -1.08990 1.28295  -0.5018
C1 -0.46037 -0.09557 -0.26438  -0.5483
S1 0.64985 1.18061 -1.07062  -0.1170
H1 -0.30147 -0.87833 -0.87799  0.3639
H2 -1.58700 0.26639 -0.37026  0.2854
H3 1.27512 0.23994 -1.65063  0.1326

Cartesian forces (eV/Å) of the 3 atoms listed first:
0.34 0.07 1.21
1.46 -2.78 -0.21
-2.02 2.26 0.25



6.
Molecular formula: C17H17F16NO7PS2
Method: DFT, ωB97M-V/def2-TZVPD

Calculated values
net charge = -1
highest occupied orbital energy = -5.97 eV
electronic energy = -3975.09638 hartree

Each line ends with the Mulliken charge.
CARTESIAN COORDINATES (ANGSTROEM)
O1 2.63527 0.49564 0.53797  -0.5921
P1 3.19900 -0.79436 0.08638  0.6091
S1 4.24930 -0.70676 -1.81225  0.9285
O2 4.16288 -2.07685 -2.27924  -0.7297
O3 3.47567 0.23868 -2.57897  -0.5254
N1 5.79454 -0.36066 -1.63408  -0.5090
S2 6.15703 0.98887 -0.85873  1.2028
O4 5.48833 1.10515 0.41673  -0.6683
O5 7.59970 1.07475 -0.80194  -0.7363
C1 5.65140 2.41955 -1.82781  -1.3207
C2 5.61755 2.22953 -3.31582  0.7449
C3 4.49428 2.64012 -4.02957  -0.3653
C4 4.42684 2.52248 -5.41106  -0.5748
C5 5.49664 1.97685 -6.10463  -0.4143
C6 6.62059 1.56600 -5.39863  -0.6018
C7 6.68505 1.68798 -4.01727  -0.2238
H1 2.13256 -1.66582 -0.20218  -0.0302
H2 4.00793 -1.43079 1.04864  0.0555
H3 4.70136 2.78858 -1.46458  0.3972
H4 6.40575 3.16385 -1.59870  0.5336
H5 3.66060 3.06672 -3.49597  0.2930
H6 3.53764 2.85572 -5.91680  0.3585
H7 5.43364 1.89963 -7.17742  0.3704
H8 7.44512 1.15206 -5.95513  0.3756
H9 7.56791 1.37324 -3.48468  0.4136
C8 -0.95472 -4.27347 2.38533  -0.7625
C9 -0.40934 -2.88266 2.02053  0.9697
C10 -1.36022 -1.69312 2.14754  0.1102
F1 -2.41418 -1.81793 1.30612  -0.2576
F2 -0.69809 -0.56868 1.81221  -0.2736
F3 0.12638 -2.91325 0.78450  -0.2303
F4 0.59948 -2.63579 2.90067  -0.3502
O6 -1.37546 -5.11186 1.32300  -0.3919
C11 -2.65210 -5.07687 0.83338  0.7917
C12 -2.67718 -4.66246 -0.64010  0.1953
F5 -2.14702 -3.43788 -0.79633  -0.1874
F6 -3.96437 -4.62751 -1.05990  -0.2683
F7 -3.46753 -4.31082 1.57898  -0.2780
F8 -3.13581 -6.34012 0.88815  -0.3176
H10 -0.10080 -4.80039 2.80696  0.4186
H11 -1.70161 -4.21893 3.17753  0.3173
H12 -1.72755 -1.59098 3.17238  0.2601
H13 -2.11581 -5.37847 -1.24319  0.2516
C13 -4.01158 2.59422 2.37324  -0.8791
C14 -4.10217 1.20136 3.01617  0.9087
C15 -4.66089 0.05999 2.16627  0.1415
F9 -5.94648 0.28332 1.82264  -0.2440
F10 -4.62595 -1.07827 2.90446  -0.2543
F11 -4.77632 1.27958 4.18645  -0.2926
F12 -2.82342 0.83888 3.31231  -0.2562
O7 -5.04261 3.52142 2.67213  -0.3951
C16 -6.19405 3.58635 1.93716  0.8271
C17 -7.42297 3.28218 2.79756  0.1828
F13 -7.34146 2.04747 3.32661  -0.2129
F14 -8.52906 3.34009 2.02020  -0.2599
F15 -6.15004 2.81023 0.84177  -0.2858
F16 -6.33030 4.86432 1.51554  -0.3073
H14 -3.12362 3.04357 2.81375  0.4530
H15 -3.81960 2.53184 1.30252  0.3450
H16 -4.06366 -0.08877 1.26531  0.3026
H17 -7.50649 4.01327 3.60391  0.2384

Cartesian forces (eV/Å) of the 3 atoms listed first:
-0.20 0.13 0.21
-0.61 1.31 0.46
0.38 -1.22 -0.67



7.
Molecular formula: C6H14NO2P
Method: DFT, ωB97M-V/def2-TZVPD

Calculated values
ΔE to the lowest compared entry with this formula, charge and spin = 5.790 eV
highest occupied orbital energy (spin up / spin down) = -8.22 / -8.91 eV
electronic energy = -783.40005 hartree

Each line ends with the Mulliken charge.
CARTESIAN COORDINATES (ANGSTROEM)
C1 1.54721 1.14896 0.55205  -0.6626
C2 0.99564 0.41441 1.64109  -0.3104
C3 -0.03419 0.09732 -1.08211  1.3175
C4 -0.84232 0.53715 -2.33953  -1.7250
C5 1.10592 -0.96446 -1.40827  -1.5396
C6 -0.14017 0.91793 2.50681  -0.3549
N1 -1.06690 -0.26210 -0.13946  -0.2522
O1 0.62071 1.27951 -0.64692  -0.4453
O2 -1.02509 -0.15654 3.00628  -0.5216
P1 -2.00631 -1.53048 -0.59063  -0.1012
H1 1.72476 2.16441 0.76918  0.4648
H2 2.51222 0.71062 0.20959  0.2591
H3 1.31088 -0.54432 1.89690  0.4709
H4 -0.89429 -0.32184 -2.97907  0.4503
H5 -0.36352 1.14249 -3.10556  0.3770
H6 -1.63897 1.07931 -1.83920  0.4569
H7 0.67215 -1.65656 -2.17132  0.4156
H8 1.48567 -1.65582 -0.58275  0.2852
H9 1.99503 -0.48112 -1.76947  0.4220
H10 -0.68357 1.77123 1.97096  0.2194
H11 0.20421 1.20140 3.50441  0.3330
H12 -1.44164 -0.58864 2.25508  0.3008
H13 -3.01860 -1.75465 0.37699  0.0661
H14 -1.01886 -2.54820 -0.03507  0.0744

Cartesian forces (eV/Å) of the 3 atoms listed first:
0.17 -0.68 -2.68
-2.45 0.50 1.37
2.12 0.49 -0.06



8.
Molecular formula: C2H3NOS2
Method: DFT, ωB97M-V/def2-TZVPD

Calculated values
ΔE to the lowest compared entry with this formula, charge and spin = 2.450 eV
structure (SMILES) = O/N=C/C(=S)S
highest occupied orbital energy = -9.14 eV
electronic energy = -1004.29750 hartree

Each line ends with the Mulliken charge.
CARTESIAN COORDINATES (ANGSTROEM)
O1 -1.21541 1.84279 -0.27723  -0.3809
N1 -0.81854 0.59788 0.13878  -0.2918
C1 0.32209 0.34756 -0.37333  -0.0544
C2 1.03023 -0.96158 -0.04609  0.2983
S1 2.47368 -1.27197 -0.69870  -0.2571
S2 0.17082 -2.14856 0.90065  -0.1836
H1 -2.05150 2.07404 0.09495  0.3443
H2 0.95550 0.92308 -1.06625  0.3423
H3 -0.86686 -1.40324 1.32722  0.1828

Cartesian forces (eV/Å) of the 3 atoms listed first:
0.89 0.53 -0.89
0.73 0.50 -0.48
1.00 -1.72 0.48